Entry 1:
Here is a cluster of 8 separate species, C45H93NO23 in total from the Open Molecules 2025 dataset. Energies are from the ωB97M-V functional and the def2-TZVPD basis.

The orbital gap comes out at 9.07 eV. The calculated total energy comes out at -96756.722 eV. The max |F| is 0.29 eV/Å. The calculation puts the LUMO energy at 0.37 eV. The calculation puts the HOMO energy at -8.699 eV. The spin multiplicity is 1.

Positions of all 162 atoms, in Å:
O: 2.395 9.925 0.589
O: 8.867 -1.958 4.531
O: -6.224 -1.883 -0.337
O: -0.023 2.085 2.876
O: 2.703 12.160 0.578
O: -1.989 -5.363 -6.017
O: 2.046 11.015 2.415
O: 3.395 -10.731 4.872
O: -2.347 10.018 -4.175
O: 2.417 -3.417 5.115
O: -0.056 4.128 2.193
O: -1.864 8.595 -2.628
O: 0.093 3.731 4.414
O: 1.180 -4.821 6.181
O: 3.554 -8.665 5.468
O: 3.883 -1.706 -0.585
O: -0.171 9.571 -3.755
O: 3.017 -3.012 0.897
O: 4.320 -3.922 -0.703
O: 4.897 -9.423 3.814
O: 7.042 -1.669 5.836
O: 6.885 -1.233 3.732
O: 0.217 -2.962 5.323
N: -5.156 0.397 -2.305
C: -5.475 -0.716 -0.072
C: 8.653 -0.928 7.518
C: 2.724 9.898 -0.804
C: -5.981 -1.818 -5.580
C: -0.107 -5.281 6.636
C: 1.434 6.011 2.660
C: 0.072 1.123 3.932
C: -1.347 9.409 -3.548
C: -3.093 -4.589 -8.048
C: 7.482 -1.127 2.435
C: 2.577 -2.196 4.387
C: -6.691 -3.441 -2.123
C: -2.585 -5.192 -4.753
C: 0.017 3.354 3.275
C: -1.624 10.172 -6.505
C: -6.245 -2.539 -6.914
C: -3.905 -3.405 -7.531
C: 3.855 -1.816 -3.026
C: -6.320 -3.452 -3.616
C: 4.031 -9.584 4.635
C: 2.792 -4.325 1.419
C: 7.716 -1.647 4.689
C: -0.888 7.857 -1.890
C: 3.789 -2.973 -0.189
C: -3.225 0.554 -3.743
C: 0.013 5.542 2.444
C: 4.653 -1.494 -1.782
C: 7.808 -2.065 6.990
C: 0.682 12.992 2.868
C: 4.110 -7.346 5.313
C: -3.694 0.499 -2.291
C: -0.888 -5.941 5.522
C: -5.848 0.418 -1.018
C: -6.889 -2.268 -4.418
C: -1.957 10.915 -5.231
C: -1.861 1.268 -0.684
C: -5.347 -3.755 -7.159
C: 2.407 11.138 1.139
C: -3.105 1.671 -1.482
C: 1.969 12.249 3.151
C: 3.809 -11.819 4.041
C: -2.884 -5.721 -7.053
C: 3.484 -6.606 4.155
C: 1.173 -3.666 5.520
C: -5.620 -2.816 -1.227
H: 1.933 10.361 -1.392
H: -3.855 2.073 -0.800
H: 7.985 -2.052 2.162
H: -3.922 -2.625 -8.299
H: 8.194 -0.303 2.418
H: -0.119 0.156 3.476
H: -7.864 -2.550 -4.828
H: -0.415 5.992 1.550
H: 3.731 -4.846 1.588
H: -6.641 -4.399 -4.059
H: -3.313 -0.434 -1.862
H: -2.844 2.485 -2.167
H: -0.407 7.117 -2.528
H: -6.108 -1.833 -7.738
H: -1.424 10.885 -7.305
H: 3.667 10.406 -0.993
H: -1.428 7.362 -1.089
H: 5.566 -2.086 -1.729
H: -2.788 -6.159 -4.279
H: 2.810 8.847 -1.065
H: -6.070 -0.739 -5.717
H: 1.071 1.140 4.365
H: -2.139 0.621 0.153
H: -2.459 9.539 -6.806
H: -7.285 -2.872 -6.940
H: -1.120 11.523 -4.890
H: 2.275 -4.193 2.364
H: -2.459 -6.583 -7.574
H: 6.667 -0.927 1.746
H: 0.643 13.319 1.830
H: -5.704 -0.408 0.951
H: 3.852 -5.581 4.129
H: 7.057 -2.366 7.717
H: -5.229 -3.431 -3.712
H: 3.888 -6.848 6.254
H: -5.773 -4.361 -7.966
H: -5.105 -3.574 -0.628
H: -3.521 -4.626 -4.815
H: 9.419 -0.645 6.798
H: -0.652 -4.443 7.069
H: -7.054 -1.429 -3.739
H: -0.741 9.548 -6.372
H: -3.594 -5.014 -8.926
H: -3.559 1.489 -4.207
H: 2.170 -4.903 0.737
H: -1.178 0.696 -1.319
H: -0.178 12.352 3.067
H: -4.405 -0.946 -0.108
H: -1.327 2.128 -0.284
H: 3.614 -2.876 -3.070
H: -7.593 -2.845 -1.966
H: -5.521 1.150 -2.876
H: -1.814 -6.358 5.919
H: -0.623 5.787 3.294
H: 1.454 7.098 2.745
H: -2.107 -4.241 -8.365
H: 8.415 -2.931 6.733
H: 4.434 -1.557 -3.912
H: 2.196 -1.347 4.949
H: -6.929 -4.455 -1.795
H: -2.824 11.558 -5.367
H: -5.752 1.377 -0.488
H: -3.626 -0.282 -4.315
H: -4.948 -2.012 -5.279
H: 2.842 12.858 2.920
H: -4.880 -2.305 -1.853
H: -3.395 -2.966 -6.667
H: 3.520 -11.639 3.007
H: 4.916 -0.439 -1.747
H: 2.062 5.719 1.817
H: 4.887 -11.957 4.097
H: -0.667 1.320 4.705
H: 5.191 -7.424 5.203
H: 0.128 -5.992 7.425
H: 3.295 -12.693 4.427
H: -3.839 -6.049 -6.625
H: 3.645 -2.078 4.229
H: 1.853 5.585 3.570
H: 8.031 -0.058 7.730
H: 2.023 11.942 4.193
H: 2.070 -2.255 3.425
H: -0.308 -6.751 5.079
H: 9.145 -1.234 8.441
H: -6.913 0.285 -1.228
H: 0.616 13.871 3.509
H: -0.135 8.524 -1.474
H: -5.352 -4.369 -6.252
H: 2.927 -1.244 -3.040
H: 3.724 -7.091 3.209
H: 2.400 -6.575 4.270
H: -1.885 -4.638 -4.130
H: -1.141 -5.222 4.744
H: -2.135 0.537 -3.800

Löwdin atomic charge list, values in e, 99 entries:
1. O -0.0024
2. O 0.1256
3. O -0.1488
4. O 0.0017
5. O 0.1261
6. O -0.1830
7. O 0.0320
8. O 0.0034
9. O 0.0391
10. O -0.0093
11. O 0.0300
12. O 0.0101
13. O 0.1250
14. O 0.0237
15. O 0.0385
16. O 0.0322
17. O 0.1164
18. O 0.0009
19. O 0.1290
20. O 0.1234
21. O 0.0322
22. O -0.0011
23. O 0.1254
24. N -0.0319
25. C -0.2071
26. C -0.0639
27. C -0.0352
28. C -0.2031
29. C -0.2030
30. C -0.0582
31. C -0.0323
32. C -0.6156
33. C -0.1815
34. C -0.0326
35. C -0.0259
36. C -0.1605
37. C -0.1077
38. C -0.6171
39. C -0.0640
40. C -0.2001
41. C -0.2100
42. C -0.0621
43. C -0.2033
44. C -0.6175
45. C -0.0315
46. C -0.6177
47. C -0.0334
48. C -0.6157
49. C -0.0531
50. C -0.2088
51. C -0.2112
52. C -0.2089
53. C -0.0643
54. C -0.1956
55. C -0.4288
56. C -0.0600
57. C -0.1961
58. C -0.1907
59. C -0.2075
60. C -0.0925
61. C -0.2161
62. C -0.6172
63. C -0.2134
64. C -0.2096
65. C -0.0389
66. C -0.2406
67. C -0.0651
68. C -0.6161
69. C -0.2053
70. H 0.0931
71. H 0.0913
72. H 0.0969
73. H 0.1133
74. H 0.0987
75. H 0.0931
76. H 0.1073
77. H 0.1144
78. H 0.0942
79. H 0.1067
80. H 0.1185
81. H 0.1054
82. H 0.1011
83. H 0.1050
84. H 0.0805
85. H 0.0960
86. H 0.0908
87. H 0.1218
88. H 0.0906
89. H 0.0931
90. H 0.1044
91. H 0.0937
92. H 0.0697
93. H 0.0818
94. H 0.1035
95. H 0.1226
96. H 0.0734
97. H 0.1194
98. H 0.0888
99. H 0.0764

=====

Entry 2:
Here is a cluster of 11 separate species, C45H94B6F24N5O3 in total at a distorted geometry from the Open Molecules 2025 dataset. Energies are from the ωB97M-V functional and the def2-TZVPD basis.

The orbital gap comes out at 6.82 eV. Its total charge is -1. The calculated total energy comes out at -131091.599 eV. The max |F| is 19.22 eV/Å. The calculation puts the LUMO energy at -1.69 eV. The calculation puts the HOMO energy at -8.515 eV. The spin multiplicity is 1.

Positions of all 177 atoms, in Å:
F: 16.604 18.724 10.745
F: 15.470 12.677 21.245
F: 17.458 14.048 21.376
F: 15.611 22.626 18.953
F: 23.556 20.120 15.110
F: 15.600 20.456 18.105
F: 17.227 20.976 10.682
F: 11.804 16.309 15.615
F: 12.700 17.528 17.447
F: 15.641 20.721 20.396
F: 12.036 18.648 15.525
F: 25.771 20.911 15.602
F: 17.857 19.385 8.983
F: 25.211 19.961 13.523
F: 13.944 17.199 15.523
F: 21.067 12.574 15.555
F: 15.515 14.577 22.600
F: 16.816 12.675 23.190
F: 25.165 18.548 15.512
F: 15.622 20.184 9.214
F: 19.071 13.598 15.708
F: 20.846 14.808 14.969
F: 17.496 21.275 19.147
F: 19.995 13.177 13.559
O: 19.135 18.904 12.520
O: 14.577 23.829 12.900
O: 9.801 14.358 21.014
N: 14.345 23.365 13.857
N: 19.849 18.668 11.794
N: 18.029 17.975 16.717
N: 10.771 14.449 20.243
N: 19.074 12.151 19.241
C: 15.808 21.511 13.084
C: 12.831 15.594 21.200
C: 17.644 12.517 18.747
C: 20.366 14.230 18.357
C: 16.995 16.324 18.440
C: 19.901 13.431 19.536
C: 20.790 19.704 11.252
C: 16.842 17.677 17.662
C: 13.128 23.964 14.636
C: 21.305 15.315 18.894
C: 21.177 10.764 18.599
C: 21.282 19.408 9.816
C: 19.029 19.879 15.363
C: 13.745 24.893 15.715
C: 11.364 14.389 17.932
C: 18.076 16.848 15.578
C: 10.549 16.499 18.898
C: 21.964 19.806 12.225
C: 15.131 22.129 14.382
C: 14.160 21.118 14.990
C: 13.234 21.778 15.915
C: 18.821 16.415 11.448
C: 13.029 13.708 19.655
C: 10.385 15.028 18.875
C: 12.780 14.347 18.343
C: 15.636 16.064 19.119
C: 12.369 24.823 13.669
C: 8.977 14.604 18.614
C: 20.522 18.503 16.793
C: 18.988 11.346 20.516
C: 20.758 17.006 9.979
C: 21.083 16.668 12.434
C: 19.799 11.318 18.180
C: 12.108 13.358 22.004
C: 19.305 18.062 17.588
C: 20.242 19.921 16.261
C: 20.102 17.213 11.366
C: 12.176 14.248 20.809
C: 20.030 21.066 11.203
C: 20.334 10.832 21.020
C: 21.090 10.005 19.935
C: 12.344 22.856 15.242
C: 16.248 22.501 15.392
C: 21.868 18.052 9.627
C: 17.767 19.350 16.070
B: 20.275 13.500 14.892
B: 16.316 13.477 22.174
B: 16.811 19.801 9.906
B: 16.077 21.289 19.211
B: 12.616 17.434 15.987
B: 24.997 19.854 14.933
H: 13.180 16.167 20.317
H: 9.010 13.540 18.624
H: 8.686 14.959 17.637
H: 12.741 12.628 19.590
H: 14.469 24.321 16.282
H: 21.960 11.505 18.560
H: 22.729 19.073 12.174
H: 16.900 19.306 15.386
H: 11.800 13.902 22.905
H: 15.875 22.267 16.398
H: 10.137 16.803 17.933
H: 22.150 16.804 12.203
H: 21.143 20.155 15.665
H: 17.110 16.841 15.084
H: 18.190 16.705 10.604
H: 17.215 11.599 18.358
H: 16.743 22.073 12.963
H: 19.010 18.831 18.311
H: 11.701 23.277 16.006
H: 13.160 13.036 22.134
H: 13.424 13.843 17.621
H: 18.347 16.522 12.408
H: 11.922 24.190 12.887
H: 17.727 16.449 19.263
H: 14.094 13.744 19.959
H: 20.748 21.644 10.639
H: 19.482 14.717 17.883
H: 20.816 17.797 15.999
H: 17.378 19.937 16.899
H: 22.096 9.825 20.285
H: 21.885 20.264 9.539
H: 20.626 9.034 19.756
H: 11.781 22.369 14.391
H: 20.958 11.700 21.324
H: 22.503 20.735 12.080
H: 20.826 15.919 19.639
H: 21.656 15.939 18.122
H: 18.845 20.778 14.798
H: 13.691 15.172 21.686
H: 13.741 20.518 14.188
H: 15.243 21.731 12.242
H: 18.201 10.563 20.377
H: 20.817 15.627 12.467
H: 21.407 10.025 17.808
H: 22.264 17.960 8.635
H: 17.008 21.731 15.243
H: 19.122 15.371 11.362
H: 19.953 17.160 9.196
H: 14.164 25.793 15.312
H: 11.533 12.489 21.844
H: 12.937 25.145 16.357
H: 20.016 21.616 12.164
H: 18.956 21.030 10.877
H: 12.967 25.627 13.302
H: 16.798 18.563 18.243
H: 17.163 12.983 19.557
H: 8.252 15.037 19.279
H: 18.853 17.110 14.874
H: 15.936 17.632 17.048
H: 17.885 13.184 17.934
H: 19.303 19.187 14.555
H: 11.206 14.943 17.008
H: 13.133 15.379 18.338
H: 20.764 13.727 17.507
H: 15.851 20.448 13.195
H: 20.910 17.025 13.458
H: 12.360 16.326 21.824
H: 18.423 15.908 15.988
H: 18.577 12.009 21.253
H: 20.367 19.485 9.185
H: 10.083 17.015 19.781
H: 20.188 20.618 17.116
H: 14.709 20.424 15.618
H: 12.547 21.031 16.241
H: 11.597 16.749 18.857
H: 20.774 13.089 20.058
H: 15.736 15.279 19.890
H: 21.393 18.482 17.434
H: 15.231 17.022 19.463
H: 21.493 19.723 13.178
H: 21.171 15.986 10.033
H: 11.626 25.276 14.275
H: 13.767 22.218 16.788
H: 19.217 10.430 17.829
H: 16.553 23.545 15.397
H: 20.142 10.251 21.931
H: 10.957 13.402 17.749
H: 22.691 17.876 10.350
H: 19.315 14.119 20.188
H: 19.861 11.941 17.265
H: 14.946 15.665 18.322
H: 22.227 14.930 19.352
H: 19.380 17.127 18.183
H: 17.208 15.496 17.777

Löwdin atomic charge list, values in e, 99 entries:
1. F 0.1230
2. F 0.0025
3. F -0.0122
4. F 0.0517
5. F -0.0111
6. F 0.0214
7. F 0.0075
8. F 0.0622
9. F 0.0216
10. F 0.1237
11. F 0.0842
12. F 0.0093
13. F 0.0423
14. F 0.0475
15. F 0.0710
16. F 0.1161
17. F 0.0820
18. F 0.1303
19. F 0.0434
20. F 0.0716
21. F 0.0285
22. F 0.0736
23. F 0.0739
24. F 0.1130
25. O 0.2693
26. O 0.2700
27. O 0.1701
28. N -0.0183
29. N -0.0693
30. N -0.1866
31. N 0.0808
32. N -0.2043
33. C 0.0125
34. C 0.0342
35. C 0.0767
36. C -0.2200
37. C -0.1891
38. C -0.1035
39. C -0.3974
40. C -0.0931
41. C -0.4521
42. C -0.0678
43. C -0.1553
44. C -0.1397
45. C -0.1624
46. C 0.0245
47. C -0.1286
48. C 0.0857
49. C 0.0093
50. C 0.0180
51. C -0.3447
52. C -0.1421
53. C -0.1576
54. C 0.0020
55. C -0.1255
56. C -0.4831
57. C -0.1875
58. C -0.0732
59. C -0.0206
60. C -0.0135
61. C -0.1498
62. C -0.1201
63. C -0.0937
64. C 0.0118
65. C -0.1059
66. C -0.0085
67. C -0.0810
68. C -0.1614
69. C -0.4032
70. C -0.4242
71. C 0.0068
72. C -0.1499
73. C -0.1752
74. C -0.1064
75. C 0.0254
76. C -0.1628
77. C -0.0893
78. B -1.2016
79. B -1.0614
80. B -1.1427
81. B -1.1685
82. B -1.1117
83. B -1.0423
84. H 0.0857
85. H 0.0874
86. H 0.1092
87. H 0.1480
88. H 0.0804
89. H 0.1119
90. H 0.0743
91. H 0.1311
92. H 0.1082
93. H 0.0715
94. H 0.1204
95. H 0.1022
96. H 0.1040
97. H 0.1096
98. H 0.0954
99. H 0.1101

=====

> The lowest orbital gap belongs to which entry?

C45H94B6F24N5O3